C3H6O3Pd | the ωB97M-V functional and the def2-TZVPD basis

Each line ends with the Löwdin spin population.
CARTESIAN COORDINATES (ANGSTROEM)
C: 2.0588 -1.3165 0.0004  0.050
O: 1.0201 -0.3709 0.1805  0.138
C: -0.2923 -0.8726 0.0718  0.063
C: -1.2439 0.3073 0.1790  0.135
O: -2.4418 0.1547 0.2198  0.080
H: 2.9990 -0.7676 0.1320  0.022
H: 1.9751 -2.1189 0.7477  0.004
H: 2.0055 -1.7407 -1.0130  0.005
H: -0.5081 -1.6030 0.8689  0.004
H: -0.4415 -1.3535 -0.9092  0.005
Pd: 1.1234 1.4027 0.6306  1.312
O: -0.5580 1.6441 -0.3686  0.161
H: -1.2028 2.3626 -0.3470  0.022

Output
2S+1: 3
gap between HOMO and LUMO (spin up / spin down): 4.61 / 8.78 eV

C17H39MnN5O7PS | the ωB97M-V functional and the def2-TZVPD basis

Each line ends with the Löwdin spin population.
CARTESIAN COORDINATES (ANGSTROEM)
Mn: -0.0611 0.2248 0.1069  4.693
C: 3.2075 3.0643 2.5062  0.000
N: 2.1672 2.4266 3.2943  0.003
C: 2.6433 1.7005 4.4505  0.001
C: 1.0668 1.9632 2.6008  0.009
N: 0.8976 2.0144 1.3447  0.022
N: 0.0008 1.5769 3.4411  0.003
C: -1.0019 0.7078 3.0436  0.010
N: -2.2448 1.0322 3.5721  0.004
N: -0.7244 -0.3738 2.4109  0.021
H: 3.9581 3.4594 3.1893  0.000
H: 2.7705 3.8939 1.9496  0.000
H: 3.6764 2.3865 1.7864  0.000
H: 3.0389 2.4070 5.1868  0.000
H: 3.4413 1.0032 4.1691  0.000
H: 1.8194 1.1428 4.8875  0.000
H: 1.7594 2.1242 0.7838  0.000
H: -0.3119 2.2825 4.0958  0.000
H: -2.5144 1.9862 3.3267  0.001
H: -2.9615 0.4225 3.1971  0.000
H: -1.5607 -0.9378 2.2553  0.001
O: 3.4228 -0.5177 -1.4470  0.006
S: 2.4884 0.3215 -0.7134  0.006
O: 3.0816 1.6093 -0.3064  0.002
O: 1.9883 -0.3808 0.5150  0.052
O: 1.2870 0.6091 -1.5725  0.056
C: -2.9219 3.5183 -1.4156  0.000
C: -1.7826 3.0195 -0.5212  0.001
C: -0.9395 4.1829 -0.0136  0.000
O: -1.0117 2.0764 -1.2627  0.024
C: -2.4021 2.2327 0.6889  0.003
O: -2.9714 2.8843 1.5725  0.003
O: -2.2879 0.9819 0.6434  0.027
H: -2.5230 4.0945 -2.2486  0.000
H: -3.5979 4.1355 -0.8316  0.000
H: -3.4647 2.6628 -1.8066  0.000
H: -0.5501 4.7800 -0.8404  0.000
H: -0.1079 3.7850 0.5633  0.000
H: -1.5421 4.8185 0.6309  0.000
H: -0.1556 2.4469 -1.5103  0.000
C: -2.8219 -2.2602 -1.1917  0.002
C: -1.5556 -3.0822 -0.9651  0.004
C: -1.4773 -3.5456 0.4869  0.001
P: -0.0752 -1.9477 -1.2923  0.025
C: -0.2358 -1.7522 -3.1686  0.004
C: 1.1162 -1.6974 -3.8753  0.001
C: -0.9724 -0.4469 -3.4699  0.001
C: 1.3906 -3.1134 -1.1921  0.004
C: 1.1676 -4.4489 -1.8993  0.001
C: 1.9108 -3.3464 0.2247  0.000
H: -3.7038 -2.7796 -0.8150  0.000
H: -2.9749 -2.0730 -2.2522  0.000
H: -2.7286 -1.3025 -0.6682  0.001
H: -1.5632 -3.9481 -1.6342  0.001
H: -1.0789 -2.7341 1.0991  0.001
H: -0.8224 -4.4070 0.5975  0.000
H: -2.4636 -3.8182 0.8638  0.000
H: -0.8198 -2.6037 -3.5514  0.001
H: 1.7756 -1.0134 -3.3437  0.000
H: 0.9736 -1.3180 -4.8875  0.000
H: 1.5988 -2.6695 -3.9463  0.000
H: -0.3499 0.3771 -3.1330  0.000
H: -1.9240 -0.3821 -2.9502  0.000
H: -1.1498 -0.3457 -4.5420  0.000
H: 2.1791 -2.5413 -1.6957  0.000
H: 0.5005 -5.0887 -1.3246  0.000
H: 2.1194 -4.9688 -2.0066  0.000
H: 0.7367 -4.3177 -2.8871  0.000
H: 1.2696 -4.0040 0.8074  0.000
H: 2.0034 -2.3847 0.7265  0.000
H: 2.8989 -3.8039 0.1637  0.000

Output
charge: -1
2S+1: 6
gap between HOMO and LUMO (spin up / spin down): 8.10 / 8.64 eV

C6H11I2NO2 | the ωB97M-V functional and the def2-TZVPD basis

Each line ends with the natural charge from an NBO analysis.
CARTESIAN COORDINATES (ANGSTROEM)
C: 2.5387 0.1469 -0.4694  0.787
C: -2.3058 -0.5313 -0.3176  -0.728
C: 0.3338 -1.5858 -0.9256  -0.431
C: 1.1883 0.7231 -1.0073  -0.350
C: -1.1445 0.3259 -0.4613  0.274
C: -0.9258 1.3094 2.0299  -0.882
N: 0.0597 -0.2381 -0.8281  -0.355
O: 2.4907 -0.0450 0.8526  -0.727
O: 3.4821 -0.1260 -1.1329  -0.551
I: -0.9867 -0.5114 3.0409  0.078
I: 0.9648 2.4119 2.3738  0.063
H: -2.6293 -0.8858 -1.4129  0.249
H: -3.1132 0.0958 0.1503  0.261
H: -2.1061 -1.4375 0.2688  0.256
H: 0.6433 -1.9513 0.0195  0.231
H: -0.5972 -1.9984 -1.0586  0.211
H: 0.9045 -1.9118 -1.7826  0.231
H: 1.3592 0.8294 -2.0615  0.222
H: 1.1576 1.6701 -0.4450  0.253
H: -1.2517 1.4190 -0.5280  0.247
H: -1.8293 1.8281 2.3259  0.167
H: 1.7668 0.4631 1.3690  0.493

Output
relative energy (zero: lowest compared OMol25 entry of this formula, charge and spin): 388.4 kJ/mol
2S+1: 1
gap between HOMO and LUMO (spin up / spin down): 6.81 / 6.81 eV

C28H41BrCdCl2F2N6 | the ωB97M-V functional and the def2-TZVPD basis

Each line ends with the Mulliken charge.
CARTESIAN COORDINATES (ANGSTROEM)
Cd: 1.1529 -0.4614 1.1315  0.122
C: -3.3216 1.3727 -2.1100  -0.624
C: -3.6333 -0.1364 -2.0551  -0.952
N: -2.3978 -0.8636 -2.3332  -0.150
C: -1.9748 -0.9929 -3.6987  -0.428
C: -0.6560 -1.7730 -3.8429  -0.825
N: 0.5029 -0.9010 -3.5960  0.147
C: 1.8235 -1.3443 -4.0368  -0.469
C: 2.7766 -0.1155 -4.1227  -0.788
C: 3.0976 0.5459 -2.8143  -0.943
N: 1.9519 0.8918 -1.9956  0.322
C: 1.2143 2.1089 -2.3645  -1.442
C: -0.2832 2.0300 -2.4254  -0.249
N: -0.8993 1.4359 -1.3045  1.346
C: -2.3045 1.9055 -1.0676  -0.559
H: -4.2850 1.8822 -1.8832  0.472
H: -2.9923 1.7075 -3.1441  0.219
H: -4.4235 -0.3740 -2.7445  0.488
H: -4.0118 -0.4407 -1.0232  0.272
H: -1.6519 -0.3994 -1.8677  0.066
H: -1.8243 -0.0130 -4.2717  0.106
H: -2.7462 -1.5351 -4.2687  0.536
H: -0.5718 -2.1585 -4.8533  0.603
H: -0.7199 -2.5694 -3.0708  0.136
H: 0.5844 -0.8476 -2.6093  -0.246
H: 1.8176 -1.8047 -5.0057  0.565
H: 2.2529 -2.1033 -3.3642  -0.089
H: 2.3010 0.6105 -4.8022  0.317
H: 3.6728 -0.4534 -4.6749  0.487
H: 3.7083 1.4847 -3.0101  0.334
H: 3.5821 -0.2681 -2.2875  0.434
H: 2.3639 0.9752 -1.0532  0.069
H: 1.5701 2.5111 -3.3304  0.435
H: 1.4507 2.8648 -1.5973  0.324
H: -0.6294 1.5885 -3.3843  0.078
H: -0.5927 3.1558 -2.5728  0.240
H: -0.3488 1.6350 -0.4826  -0.462
H: -2.3934 3.0248 -0.9663  0.446
H: -2.5520 1.4017 -0.1104  0.039
C: -3.7444 -0.8180 4.5634  -1.960
C: -2.3691 -0.4439 4.0540  2.656
C: -1.2693 -1.2510 4.8253  -1.445
C: -2.1480 1.0514 4.2183  -1.344
C: -2.2964 -0.7602 2.5558  -0.573
N: -2.2544 -1.0650 1.4373  -0.397
H: -3.7317 -0.5436 5.6532  0.381
H: -3.9078 -1.8858 4.5105  0.423
H: -4.5969 -0.3490 4.1542  0.411
H: -1.4677 -1.1793 5.8927  0.451
H: -0.3474 -0.7321 4.6312  0.080
H: -1.2692 -2.2643 4.5028  0.443
H: -2.0177 1.3581 5.2559  0.392
H: -2.9410 1.6664 3.7580  0.402
H: -1.2410 1.4005 3.7857  0.039
F: 0.7121 -2.9264 2.8349  -0.153
C: 1.8665 -3.1057 2.1234  0.132
F: 2.8619 -2.4853 2.9306  -0.317
H: 2.0271 -4.1752 2.2550  0.216
Cl: 1.6577 0.7981 4.1498  -0.250
C: 1.3559 2.3940 3.4753  0.079
C: 1.5913 3.5090 4.2920  -0.558
C: 1.3336 4.8304 3.9196  -0.465
C: 0.8079 5.0106 2.6529  -0.516
C: 0.5302 3.8856 1.8780  0.623
Cl: -0.0709 4.2501 0.2426  -0.280
C: 0.8812 2.5046 2.1119  -0.524
N: 0.6407 1.5394 1.3072  -0.473
H: 1.9333 3.3717 5.3011  0.329
H: 1.5323 5.6733 4.6195  0.275
H: 0.5954 6.0098 2.2654  0.310
Br: 3.1249 -5.3771 -2.7617  -0.369
C: 2.6544 -4.5239 -1.0994  -0.317
C: 3.5271 -3.4208 -0.8067  -0.471
C: 3.1064 -2.4064 0.0217  -0.265
C: 1.7834 -2.4901 0.7582  0.185
C: 0.8069 -3.3447 -0.0681  -0.465
C: 1.2557 -4.3913 -0.8228  -0.311
H: 4.4541 -3.2817 -1.3353  0.364
H: 3.7623 -1.4973 0.2518  0.279
H: -0.2688 -3.0692 0.0287  0.269
H: 0.5288 -5.0427 -1.3103  0.332

Output
charge: -2
2S+1: 1
gap between HOMO and LUMO: 4.45 eV

Which value of 2S+1 does entry 3 give?
1

Which formula does entry 2 have?
C17H39MnN5O7PS